Molecular formula: C29H58Br2O13
Method: DFT, the ωB97M-V functional and the def2-TZVPD basis

Results
HOMO energy, eV: -6.7
Energy relative to the best compared isomer or geometry (same formula, charge and spin), kJ/mol: 4866.2
LUMO, eV: -0.173
E, eV: -197666.40134
Frontier orbital gap, eV: 6.571

XYZ file:
```
102
Properties=species:S:1:pos:R:3:forces:R:3
C -0.738 -0.949 -3.626 -1.4 0.1 -2.2
C -2.113 -1.478 -3.358 -1.1 0.0 0.3
O -3.012 -0.762 -2.957 -0.2 -0.1 -0.8
C -2.315 -2.958 -3.395 -1.9 -1.2 -5.2
H -0.362 -1.314 -4.581 0.1 -0.7 -0.1
H -0.075 -1.340 -2.854 -2.6 2.2 -2.0
H -0.704 0.125 -3.813 -0.4 -0.1 0.8
H -3.033 -3.321 -2.659 -0.6 0.3 -1.1
H -1.360 -3.475 -3.299 -0.7 -0.2 -2.1
H -2.780 -3.334 -4.306 -0.2 0.8 -1.4
O -1.692 -1.903 2.783 -1.8 3.5 1.5
C -2.465 -0.988 2.991 -2.1 -1.0 0.7
O -3.290 -0.321 2.083 0.3 -0.4 2.3
C -3.293 -0.577 0.677 1.0 -1.4 -0.4
C -3.925 -1.882 0.214 -0.9 0.3 0.8
C -2.850 -0.734 4.463 -0.2 1.9 -0.5
H -2.257 -0.460 0.361 -1.0 -1.3 0.9
H -3.758 0.216 0.092 -0.4 0.4 0.9
H -3.640 -2.165 -0.800 0.3 0.2 0.2
H -5.004 -1.727 0.211 -0.2 -0.2 0.0
H -3.696 -2.684 0.916 -0.3 -0.1 -0.2
H -1.930 -0.659 5.043 -0.2 -0.9 0.2
H -3.652 -1.377 4.825 0.7 -0.9 -0.2
H -3.354 0.206 4.689 0.1 0.6 -0.7
O 1.281 0.551 2.433 -13.7 14.3 1.1
C 0.946 1.561 1.789 0.0 3.6 1.3
O -0.075 2.446 1.916 0.7 -1.5 0.5
C -1.079 2.253 2.898 1.3 -0.7 5.8
C -1.201 3.563 3.747 0.8 0.5 -0.8
C 1.808 1.970 0.595 -6.3 7.5 15.5
H -0.832 1.441 3.581 0.7 -0.2 0.0
H -2.047 1.995 2.468 1.5 -2.1 2.8
H -0.277 3.867 4.239 0.3 -0.8 0.2
H -1.980 3.636 4.506 -0.2 -0.6 -0.3
H -1.281 4.417 3.075 -0.6 0.0 -0.4
H 1.279 2.167 -0.337 -8.3 3.8 5.8
H 2.643 1.275 0.513 0.8 1.5 4.8
H 2.243 2.935 0.854 0.0 1.0 0.7
O 4.984 -2.003 1.571 -2.0 0.2 2.7
C 4.413 -2.087 2.688 2.6 -0.4 -2.4
O 3.338 -1.447 3.101 1.8 -1.0 -0.3
C 2.627 -0.490 2.343 6.2 -0.2 1.0
C 3.111 0.902 2.566 4.7 0.7 3.7
C 4.907 -2.985 3.789 0.3 -0.5 1.0
H 1.576 -0.577 2.618 3.5 -5.7 2.2
H 2.506 -0.611 1.267 2.9 2.0 1.0
H 4.190 0.998 2.683 0.6 -0.1 -0.3
H 2.700 1.138 3.548 0.7 0.8 0.5
H 2.686 1.639 1.884 2.9 -0.4 2.1
H 4.397 -3.948 3.767 -0.4 0.1 -0.1
H 4.713 -2.529 4.760 -0.4 0.0 0.0
H 5.959 -3.264 3.842 0.1 0.4 -0.9
O -1.641 -3.147 -1.697 4.0 -0.6 9.1
C -0.518 -3.288 -1.245 -0.5 2.0 2.3
O -0.220 -3.343 0.065 -0.9 -2.2 -2.1
C -1.191 -3.333 1.082 -1.0 -1.1 -0.5
C -1.808 -4.695 1.239 0.6 -1.4 0.3
C 0.722 -2.952 -1.996 1.1 -1.3 -0.7
H -1.973 -2.597 0.896 0.9 -0.5 -0.6
H -0.711 -3.023 2.010 0.7 -1.0 -1.3
H -1.100 -5.342 1.757 0.2 0.0 0.2
H -1.937 -5.236 0.301 -0.5 0.4 -0.2
H -2.710 -4.766 1.847 -0.2 0.4 -0.2
H 1.567 -2.705 -1.354 0.0 -1.0 0.0
H 0.581 -2.014 -2.533 1.6 -2.6 0.4
H 0.891 -3.716 -2.755 0.5 -0.1 0.0
O 1.047 0.082 -2.506 6.3 4.4 -5.8
C 1.874 1.000 -2.303 -1.0 -1.2 -1.5
O 2.502 1.733 -3.215 -0.4 0.6 0.9
C 2.345 1.390 -4.575 0.3 -0.2 -2.3
C 2.740 2.519 -5.602 0.3 -0.5 2.2
C 2.159 1.393 -0.822 7.4 -7.5 -14.3
H 1.341 1.043 -4.819 -0.1 0.0 0.4
H 3.013 0.541 -4.720 0.0 -0.1 -0.3
H 1.992 3.309 -5.673 -0.3 -0.4 -0.5
H 3.037 2.012 -6.520 -0.4 0.4 -0.1
H 3.604 3.041 -5.190 0.3 -0.1 -0.2
H 2.170 2.452 -0.561 5.5 1.4 -6.7
H 3.159 1.074 -0.528 1.4 -1.2 -2.6
H 1.520 0.865 -0.114 0.3 -4.2 -5.4
O -0.864 4.479 0.334 -1.0 -3.4 -1.7
C -1.262 3.342 -0.036 0.4 3.7 0.1
O -0.931 2.748 -1.237 1.4 5.3 0.3
C -0.096 3.379 -2.299 -0.9 -0.1 1.1
C -0.966 4.356 -3.105 0.5 -0.7 0.4
C -2.209 2.501 0.826 -0.2 1.7 -2.5
H 0.224 2.498 -2.857 -0.7 0.1 -0.4
H 0.851 3.717 -1.879 -0.2 0.9 0.2
H -1.269 5.240 -2.544 0.3 -0.1 0.1
H -1.867 3.787 -3.335 0.0 0.1 -0.3
H -0.447 4.643 -4.020 -0.1 0.1 0.0
H -1.788 1.496 0.831 -0.7 0.7 0.4
H -3.222 2.431 0.432 0.0 0.3 -0.1
H -2.109 2.816 1.865 -2.2 3.2 -3.9
Br -1.552 0.637 -1.030 2.4 -5.0 -3.5
C 0.115 -0.380 -0.691 -1.8 -2.8 2.7
C 0.240 -0.738 0.774 -2.2 0.0 -1.8
Br 1.621 -2.062 1.086 -2.9 -6.7 -3.3
H 0.988 0.083 -1.152 -2.8 -1.3 3.1
H 0.121 -1.285 -1.298 -1.0 1.1 1.3
H -0.699 -1.136 1.158 0.7 -0.1 0.0
H 0.434 0.195 1.303 -1.7 -3.4 -2.0
```
Forces are in eV/Å.

Mulliken atomic charge list, values in e, 5 entries: 0.036 1.080 -0.616 -1.169 0.535

***

Molecular formula: C29H58N5OPScSi3
Method: DFT, the ωB97M-V functional and the def2-TZVPD basis

Results
HOMO energy, eV: -3.7
Energy relative to the best compared isomer or geometry (same formula, charge and spin), kJ/mol: 2588.7
LUMO, eV: 2.332
Net charge: -1
E, eV: -94111.65253
Frontier orbital gap, eV: 6.075

XYZ file:
```
98
Properties=species:S:1:pos:R:3:forces:R:3
Sc 0.780 0.064 -1.084 0.4 0.5 2.0
C 5.070 2.640 0.538 0.7 -2.3 4.9
Si 3.442 1.883 0.497 -2.2 -0.5 0.7
C 2.905 1.165 2.295 -4.7 -1.1 -3.4
C 2.409 3.452 0.406 -0.9 3.5 1.6
C 3.029 0.794 -0.938 0.3 -1.5 0.9
Si 3.723 -1.051 -0.842 -1.1 0.4 2.0
C 5.482 -0.806 -0.310 1.7 0.4 3.2
C 3.742 -2.040 -2.410 -3.4 -1.9 -5.9
C 2.845 -2.205 0.674 -1.0 5.7 2.4
Si 2.901 1.746 -2.486 1.4 -1.0 -0.9
C 2.688 0.798 -3.974 -7.2 0.5 1.0
C 4.343 3.093 -2.871 -1.0 -2.7 -0.8
C 1.298 2.733 -2.385 2.1 0.7 -2.3
C 1.104 3.568 -3.433 -11.6 -0.9 2.1
C -0.526 3.920 -3.878 8.0 -1.3 1.0
C -1.383 3.136 -3.077 -2.0 7.0 -8.8
C -0.949 2.328 -2.128 -1.9 -2.9 3.8
N 0.305 2.126 -1.808 -2.4 -1.1 1.7
H 4.978 3.481 1.330 0.7 -1.6 -1.0
H 5.712 2.866 -0.206 1.4 1.1 -2.8
H 5.571 1.609 0.927 -0.3 2.6 0.1
H 1.608 1.757 2.287 4.2 -1.7 0.8
H 3.591 1.259 3.075 0.6 1.1 1.7
H 2.637 0.018 2.330 0.4 2.2 -0.5
H 1.967 4.240 1.312 2.2 -2.2 -2.0
H 1.463 3.186 0.123 -2.9 -1.4 -0.7
H 2.596 4.080 -0.494 0.7 0.1 0.8
H 5.991 -1.659 -0.685 0.8 -1.7 0.7
H 6.051 -0.369 0.813 -2.1 -1.4 -3.7
H 5.767 -0.238 -1.149 0.6 2.1 -0.7
H 4.425 -1.719 -3.412 -1.7 -0.6 3.0
H 2.573 -1.682 -2.797 3.0 -0.2 0.9
H 3.300 -3.292 -2.790 2.0 3.4 2.1
H 2.876 -3.203 0.737 0.6 -4.0 -0.8
H 1.674 -2.054 1.031 2.8 0.3 -1.1
H 3.513 -1.897 1.653 -1.7 -0.4 -2.2
H 2.506 1.709 -4.562 -0.9 0.2 -0.4
H 1.466 -0.184 -3.815 1.9 1.4 1.2
H 3.500 0.621 -4.442 6.2 -2.4 -2.8
H 3.951 4.047 -3.108 0.8 1.0 -1.4
H 5.299 2.540 -2.850 -0.3 1.3 -0.5
H 3.931 3.059 -1.946 0.6 1.2 4.6
H 1.793 4.014 -3.874 6.1 3.8 -4.1
H -0.585 4.610 -4.895 -0.6 -2.0 3.1
H -2.236 3.585 -3.856 -0.4 -2.7 3.6
H -1.741 1.755 -1.521 1.5 0.6 -0.9
N -0.661 -0.387 0.208 -2.4 -0.2 1.5
P -2.076 -0.720 0.802 4.4 0.4 0.7
N -2.761 0.614 1.526 1.2 1.0 0.8
C -4.186 0.767 1.912 2.4 0.9 3.5
C -4.450 1.783 3.074 -3.4 -1.9 1.2
C -3.489 1.852 4.170 3.1 7.0 -2.3
C -2.073 1.882 3.433 3.9 -0.8 6.9
C -2.130 1.812 1.927 5.2 0.5 0.1
N -1.999 -2.001 1.907 -1.8 -0.2 -0.7
C -0.750 -2.223 2.518 0.4 4.9 2.8
C -0.335 -3.640 2.356 -0.2 0.9 5.3
C -1.278 -4.658 3.092 0.0 -0.1 -7.0
C -2.758 -4.282 2.395 3.6 -7.9 1.7
C -3.037 -2.863 2.485 0.1 2.1 1.6
N -3.178 -1.259 -0.215 -3.0 -2.0 -1.7
C -3.375 -2.640 -0.632 -4.0 -3.2 2.1
C -2.474 -3.092 -1.705 3.8 -0.2 -3.2
C -2.539 -2.133 -3.047 -3.4 -0.7 3.6
C -2.808 -0.661 -2.611 2.5 0.0 2.0
C -3.577 -0.383 -1.297 -2.6 -3.8 -1.8
H -4.243 -0.189 2.287 -2.7 -2.5 -0.2
H -4.250 1.290 1.061 -3.9 0.9 -3.6
H -5.552 1.818 3.508 1.1 -2.7 0.2
H -4.920 2.608 2.768 0.6 4.8 -2.8
H -3.522 1.009 4.582 -0.2 -6.9 3.9
H -3.468 2.637 5.049 -0.8 -1.1 -2.1
H -1.459 0.954 4.094 -1.5 1.7 -2.8
H -1.325 2.667 4.134 -2.1 -1.2 -3.1
H -1.064 1.966 1.433 -2.0 -0.8 1.1
H -2.602 2.732 1.691 -1.3 0.8 -1.1
H -0.678 -1.543 3.562 -0.8 -2.8 -0.8
H -0.095 -1.376 2.186 0.3 -1.7 -1.3
H 0.622 -3.559 2.864 1.0 -1.3 -1.2
H -0.645 -3.738 1.408 1.0 -1.0 -4.4
H -1.107 -4.483 4.025 -0.1 1.1 6.2
H -0.765 -5.669 2.909 -1.5 1.0 -0.2
H -3.447 -5.077 2.887 0.3 2.1 -0.2
H -2.625 -4.928 1.413 -0.4 2.5 1.0
H -3.188 -2.499 3.578 0.2 -1.0 -1.4
H -3.986 -2.894 2.044 -1.6 1.6 -1.0
H -4.570 -2.851 -0.926 2.6 1.4 -0.3
H -3.591 -3.438 0.217 1.8 1.9 -1.3
H -2.188 -4.210 -1.949 -2.0 1.7 0.4
H -1.371 -2.856 -1.640 -0.9 0.2 2.1
H -3.622 -2.262 -3.420 2.3 -1.3 -1.6
H -1.426 -2.107 -3.199 -1.5 -0.6 -2.5
H -3.240 -0.110 -3.428 0.2 0.4 -0.4
H -1.709 -0.508 -2.448 -1.1 1.9 0.1
H -4.739 -0.538 -1.435 1.9 0.0 -0.1
H -3.580 0.519 -0.863 0.7 4.1 0.6
O 0.899 -0.619 -2.696 -1.0 -1.5 -2.4
```
Forces are in eV/Å.

Mulliken atomic charge list, values in e, 5 entries: -1.424 -0.909 0.219 -0.777 -1.088

***

Molecular formula: C29H59N4O6S
Method: DFT, the ωB97M-V functional and the def2-TZVPD basis

Results
HOMO energy, eV: -12.2
LUMO, eV: -2.321
Net charge: +1
E, eV: -60105.03997
Frontier orbital gap, eV: 9.915

XYZ file:
```
99
Properties=species:S:1:pos:R:3:forces:R:3
C 1.621 -2.514 3.609 0.0 0.0 0.0
C 2.752 -1.707 4.262 -0.1 0.1 0.0
C 3.253 -0.544 3.402 -0.1 0.1 0.0
C 4.638 -0.027 3.797 -0.1 0.0 0.0
C 4.660 0.834 5.077 -0.1 -0.1 0.1
C 4.906 2.321 4.812 0.0 0.0 -0.1
C 3.634 3.084 4.406 -0.2 -0.1 0.0
C 3.798 3.921 3.142 0.2 0.0 0.0
C 2.503 4.533 2.616 -0.1 0.0 0.0
C 1.417 3.474 2.356 0.0 -0.1 -0.1
C 0.326 3.408 3.436 0.1 0.1 0.0
C -0.884 4.329 3.161 0.1 -0.1 -0.1
C -2.177 3.529 3.004 0.1 -0.1 0.0
C -2.100 2.547 1.812 0.0 0.0 0.0
C -2.130 1.053 2.197 0.0 0.1 0.1
C -0.984 0.189 1.646 0.0 0.0 0.0
C -0.571 0.426 0.192 0.0 -0.1 0.0
C -1.723 0.118 -0.751 -0.1 0.0 -0.1
N -1.517 0.418 -2.178 0.4 0.3 0.1
C -0.902 -0.312 -3.080 0.3 0.1 0.1
N -0.921 -0.007 -4.393 -1.2 -0.3 0.0
C -0.976 -1.289 -5.112 0.5 -0.6 0.1
C -0.466 -2.308 -4.061 -0.2 -0.2 0.2
C -1.511 -3.389 -3.805 0.1 -0.1 0.2
C -1.069 -4.362 -2.712 -0.1 0.1 0.1
C -1.613 -5.785 -2.754 -0.4 0.9 -0.7
N -2.482 -6.094 -3.799 -0.2 -0.4 0.3
O -1.232 -6.598 -1.969 0.5 -0.8 0.6
N -0.262 -1.498 -2.826 -0.2 0.2 -0.4
C 1.083 -1.424 -2.201 0.0 -0.2 0.2
C 2.255 -1.267 -3.164 0.0 0.1 0.0
C 2.289 0.099 -3.868 0.1 0.0 -0.1
O 1.725 1.154 -3.094 -0.1 -0.2 0.2
H 1.609 -2.369 2.524 0.0 0.0 0.0
H 1.732 -3.583 3.789 0.0 0.0 0.0
H 0.639 -2.222 3.987 0.0 0.0 0.0
H 3.596 -2.362 4.493 0.0 0.0 0.0
H 2.389 -1.309 5.214 0.2 -0.1 0.1
H 2.532 0.283 3.467 0.0 0.0 -0.1
H 3.267 -0.859 2.352 0.1 0.0 0.0
H 5.047 0.557 2.967 0.0 0.0 0.0
H 5.300 -0.890 3.915 0.0 0.0 0.0
H 3.696 0.727 5.588 0.1 0.0 0.1
H 5.409 0.453 5.773 0.0 0.0 -0.1
H 5.638 2.412 4.001 0.1 0.0 0.1
H 5.356 2.784 5.692 0.0 0.0 0.0
H 3.298 3.722 5.230 0.0 0.0 0.0
H 2.832 2.355 4.244 0.0 0.1 0.0
H 4.223 3.282 2.357 0.0 0.0 0.0
H 4.538 4.707 3.326 0.0 0.0 -0.1
H 2.127 5.270 3.334 0.0 0.0 -0.1
H 2.725 5.075 1.695 0.0 0.0 0.0
H 1.906 2.495 2.269 0.0 0.0 0.0
H 0.947 3.665 1.385 0.0 0.0 0.0
H 0.780 3.662 4.397 -0.1 -0.1 0.0
H -0.030 2.377 3.532 0.0 0.0 0.0
H -0.697 4.873 2.228 -0.1 0.1 0.1
H -1.006 5.076 3.948 0.0 0.0 0.0
H -3.024 4.210 2.902 0.0 0.0 0.0
H -2.336 2.951 3.920 -0.1 0.1 0.0
H -1.178 2.765 1.266 -0.1 0.0 0.0
H -2.919 2.761 1.119 0.0 0.0 0.0
H -3.097 0.612 1.934 0.0 0.0 -0.1
H -2.073 0.978 3.285 -0.1 -0.1 0.0
H -1.263 -0.866 1.744 0.1 0.0 0.1
H -0.096 0.321 2.271 0.0 0.1 -0.1
H 0.269 -0.236 -0.016 -0.1 0.1 0.1
H -0.223 1.450 0.035 0.0 0.0 0.0
H -2.020 -0.931 -0.671 0.1 0.0 0.0
H -2.581 0.730 -0.471 0.0 -0.1 0.0
H -1.949 1.263 -2.525 0.1 0.0 0.1
H -1.657 0.631 -4.683 0.1 0.1 -0.1
H -0.381 -1.275 -6.021 -0.1 0.1 0.0
H -2.011 -1.561 -5.322 0.1 0.3 -0.3
H 0.448 -2.818 -4.358 0.2 0.3 0.0
H -1.673 -3.936 -4.737 -0.1 0.1 0.0
H -2.449 -2.899 -3.521 0.0 -0.1 -0.1
H 0.017 -4.496 -2.732 0.0 0.0 0.0
H -1.307 -3.970 -1.720 0.1 0.0 0.0
H -2.734 -7.076 -3.740 -0.1 0.1 0.0
H -3.316 -5.520 -3.848 0.2 0.2 -0.3
H 1.216 -2.304 -1.570 0.0 -0.1 -0.1
H 1.073 -0.563 -1.541 0.0 -0.1 -0.1
H 2.262 -2.056 -3.916 0.1 0.0 0.0
H 3.169 -1.410 -2.580 -0.1 0.0 0.1
H 1.705 0.069 -4.787 0.0 0.1 0.0
H 3.317 0.346 -4.144 0.0 -0.1 0.0
H 2.215 1.229 -2.265 0.1 0.1 -0.2
C -5.519 -2.132 -3.547 0.0 0.0 0.1
C -6.725 -1.283 -3.902 -0.1 -0.1 0.0
O -6.151 -0.204 -4.665 0.1 0.1 0.1
S -4.939 -0.729 -5.537 -0.1 0.0 0.0
O -5.343 -1.033 -6.856 0.1 0.0 0.0
O -3.824 0.132 -5.306 0.0 0.0 0.1
O -4.712 -2.097 -4.741 0.0 0.0 0.0
H -4.950 -1.702 -2.721 0.0 0.0 0.0
H -5.770 -3.167 -3.333 0.0 0.0 -0.1
H -7.225 -0.858 -3.038 0.0 0.1 0.0
H -7.439 -1.822 -4.525 0.0 0.0 0.0
```
Forces are in eV/Å.

Mulliken atomic charge list, values in e, 5 entries: -0.912 -0.491 0.162 -0.837 -0.995

***

Number 2 is which compound?
C29H58N5OPScSi3